{"formula": "C4H13NOS", "method": "ωB97M-V/def2-TZVPD", "homo_ev": -9.1, "de_lowest_kcal_mol": 18.85, "charge": 0, "smiles": "NCCS.CCO", "species": ["S", "O", "N", "C", "C", "C", "C", "H", "H", "H", "H", "H", "H", "H", "H", "H", "H", "H", "H", "H"], "coordinates": [[-0.901, 0.406, -1.707], [3.401, 0.716, 1.222], [-3.021, -0.465, 1.678], [2.698, -0.411, -0.742], [-2.302, 0.110, -0.579], [-1.875, -0.422, 0.780], [2.486, -0.266, 0.745], [2.447, 0.513, -1.280], [3.764, -0.577, -0.910], [3.298, 0.809, 2.176], [-2.741, -0.541, 2.646], [2.086, -1.202, -1.156], [2.670, -1.225, 1.230], [-1.385, -1.391, 0.643], [-2.865, 1.032, -0.463], [-3.637, -1.240, 1.472], [-0.083, 0.936, -0.788], [-1.129, 0.248, 1.213], [1.451, 0.023, 0.971], [-2.933, -0.625, -1.079]], "forces_ev_per_a": [[-0.035, -0.215, 0.066], [-0.063, 0.044, 0.087], [-0.134, 0.101, 0.055], [0.264, 0.656, -0.051], [0.172, 0.103, -0.055], [0.045, -0.025, -0.018], [-0.108, 0.066, -0.027], [-0.023, -0.105, 0.208], [-0.135, -0.268, -0.140], [-0.005, -0.027, -0.116], [0.033, -0.049, -0.004], [0.021, -0.265, -0.060], [0.033, -0.132, 0.112], [0.088, -0.066, -0.028], [-0.086, -0.011, 0.082], [0.032, -0.026, -0.016], [-0.016, 0.074, -0.021], [-0.057, 0.050, 0.004], [0.022, 0.027, -0.016], [-0.049, 0.069, -0.061]]}

{"formula": "C7H8N2O2", "method": "ωB97M-V/def2-TZVPD", "homo_ev": -9.3, "de_lowest_kcal_mol": 142.70, "charge": 0, "smiles": "O[C@H]1CCO[C@]2(C=N2)[C@@]12C=N2", "species": ["O", "O", "N", "N", "C", "C", "C", "C", "C", "C", "C", "H", "H", "H", "H", "H", "H", "H", "H"], "coordinates": [[1.075, -1.006, -1.574], [-0.228, 1.532, 0.805], [-1.190, -1.693, 1.376], [-1.606, 0.973, -1.174], [-1.584, -1.938, 0.180], [-0.595, -0.864, 0.321], [1.098, 1.483, 0.385], [1.799, 0.122, 0.460], [0.896, -0.995, -0.133], [-2.489, 1.083, -0.235], [-0.982, 0.572, 0.113], [1.130, 1.809, -0.597], [1.608, 2.176, 1.060], [-2.057, -2.743, -0.416], [2.764, 0.214, -0.041], [-3.478, 1.535, -0.056], [0.574, -0.233, -2.121], [2.007, -0.077, 1.482], [1.256, -1.951, 0.165]], "forces_ev_per_a": [[-2.033, 2.157, -1.547], [-1.285, -1.409, -0.327], [-0.975, -0.965, -1.041], [-1.405, 0.745, 0.783], [1.608, 0.010, 1.269], [0.622, 0.983, -1.993], [1.539, -0.195, 1.633], [-1.391, 0.123, -0.225], [0.148, 1.094, -0.593], [4.844, -1.333, -0.319], [-4.530, 1.512, 0.897], [0.303, 1.026, -2.131], [0.164, 0.078, -0.428], [0.035, 0.862, 0.645], [-0.180, -0.294, -0.255], [0.585, -0.539, -0.271], [1.521, -2.579, 2.515], [0.103, -0.424, 1.114], [0.327, -0.850, 0.273]]}

{"formula": "C20H32BCdF4IN9O2S3", "method": "ωB97M-V/def2-TZVPD", "homo_ev": -5.8, "de_lowest_kcal_mol": 36.58, "charge": -1, "species": ["I", "Cd", "S", "S", "S", "F", "F", "F", "F", "O", "O", "N", "N", "N", "N", "N", "N", "N", "N", "N", "C", "C", "C", "C", "C", "C", "C", "C", "C", "C", "C", "C", "C", "C", "C", "C", "C", "C", "C", "C", "B", "H", "H", "H", "H", "H", "H", "H", "H", "H", "H", "H", "H", "H", "H", "H", "H", "H", "H", "H", "H", "H", "H", "H", "H", "H", "H", "H", "H", "H", "H", "H", "H"], "coordinates": [[3.085, -2.667, -6.896], [-0.349, -1.525, -1.121], [-1.306, 0.316, -3.854], [2.981, 4.785, 2.997], [1.376, 2.600, -0.014], [-2.500, -4.456, -3.406], [-2.582, -2.578, -2.137], [-1.017, -4.124, -1.715], [-3.219, -4.591, -1.260], [3.052, 6.211, 2.809], [3.971, 4.211, 3.872], [-1.392, 1.376, -0.842], [-1.929, 4.032, -3.116], [2.922, 4.004, 1.561], [-0.117, -2.754, -4.160], [-1.745, 2.965, -3.930], [0.690, -1.977, -3.454], [2.059, -2.866, -0.898], [2.495, -0.680, 0.925], [-1.616, 2.211, -1.922], [1.788, -1.820, -4.167], [3.716, -2.821, 0.940], [3.014, -1.744, 1.770], [0.811, 3.530, 2.508], [0.600, 4.580, 4.670], [2.742, -3.664, 0.119], [1.324, 4.307, 3.536], [-3.313, -1.221, 0.716], [-0.687, 4.061, 4.767], [0.430, -3.128, -5.321], [1.775, 3.414, 1.391], [-1.839, 3.569, -1.911], [-2.239, -2.167, 1.249], [-2.416, -2.346, 2.764], [-0.461, 2.988, 2.614], [-1.977, 4.369, -0.677], [-1.541, 1.817, -3.238], [1.673, -2.529, -5.364], [-0.831, -1.659, 0.967], [-1.202, 3.271, 3.750], [-2.372, -3.975, -2.123], [3.294, -4.497, -0.339], [-2.370, -3.142, 0.767], [-4.299, -1.661, 0.846], [4.278, -3.476, 1.609], [-3.386, -2.779, 2.989], [-0.063, -3.780, -6.015], [3.255, -0.125, 0.542], [2.599, -1.213, -3.818], [2.001, -3.374, -1.772], [-0.097, -2.367, 1.350], [-2.200, 2.870, 3.844], [-1.032, -3.002, -3.807], [-0.495, 1.647, -0.389], [-2.113, 5.411, -0.950], [-1.289, 4.273, 5.639], [-2.838, 4.038, -0.095], [-2.343, -1.386, 3.273], [4.435, -2.345, 0.269], [-1.730, 3.068, -4.930], [-0.851, 2.361, 1.825], [-1.652, -3.008, 3.163], [-2.152, 1.462, -0.167], [2.580, -2.011, -1.058], [1.020, 5.188, 5.455], [1.993, -4.112, 0.781], [-1.079, 4.267, -0.068], [2.167, -2.202, 2.286], [-0.673, -0.698, 1.457], [-3.286, -0.272, 1.252], [-3.165, -1.037, -0.347], [3.717, -1.379, 2.540], [1.923, -0.042, 1.468]], "forces_ev_per_a": [[-0.367, 0.030, 0.392], [0.294, -0.230, -0.510], [0.180, -0.780, -0.071], [-0.034, 0.173, 0.519], [0.164, -0.393, -0.632], [0.026, -0.224, -1.002], [-0.006, 0.711, -0.127], [0.450, -0.055, 0.161], [-0.516, -0.380, 0.576], [-0.196, -0.106, -0.086], [-0.182, -0.144, -0.103], [0.060, -0.219, 0.253], [-0.128, 0.776, 0.295], [0.321, 0.378, 0.459], [-0.107, -0.236, -0.327], [0.156, -0.691, 0.791], [-0.393, 0.229, 1.202], [-0.121, 0.009, -0.549], [0.051, 0.269, -0.041], [-0.008, 0.338, -0.665], [0.033, -0.046, -0.141], [-0.480, -0.021, 0.153], [0.382, -0.150, 0.130], [-0.287, 0.176, 0.623], [0.018, 0.159, 0.206], [0.209, -0.129, 0.179], [0.345, -0.175, -0.650], [0.209, -0.348, -0.107], [0.129, 0.062, 0.016], [0.254, 0.115, -0.154], [0.091, -0.159, -0.492], [-0.030, 0.306, -0.165], [0.009, 0.148, 0.262], [-0.081, -0.138, -0.355], [0.206, 0.091, -0.039], [0.043, 0.012, 0.044], [-0.251, 0.330, -0.117], [0.319, -0.213, -0.585], [-0.193, -0.027, -0.295], [-0.145, -0.057, 0.022], [0.355, 0.115, 0.424], [-0.073, 0.107, 0.035], [-0.020, 0.091, 0.027], [-0.187, 0.033, 0.029], [0.015, -0.017, -0.004], [-0.237, -0.079, 0.120], [-0.140, -0.035, -0.058], [-0.086, 0.095, 0.106], [0.158, 0.143, 0.111], [-0.027, 0.020, 0.012], [0.144, 0.014, 0.072], [-0.124, -0.067, 0.033], [-0.070, -0.135, 0.012], [-0.373, 0.039, -0.070], [-0.014, 0.024, -0.008], [0.001, -0.005, 0.045], [-0.019, -0.011, 0.055], [0.052, 0.131, 0.064], [0.124, 0.009, -0.047], [0.001, -0.111, 0.108], [0.006, -0.003, -0.037], [0.128, -0.084, 0.108], [0.080, -0.137, -0.323], [-0.104, -0.031, -0.056], [0.023, 0.090, 0.135], [0.051, 0.019, 0.036], [0.030, -0.014, 0.054], [0.011, 0.000, 0.081], [0.102, 0.162, 0.064], [0.015, 0.188, 0.103], [-0.071, 0.059, -0.046], [-0.173, -0.062, -0.080], [-0.005, 0.064, -0.179]]}

Number 1: LUMO 0.75 eV. Number 2: LUMO 0.64 eV. Number 3: LUMO 1.80 eV.